1.
{
  "formula": "C6F18LiN3O12S6",
  "method": "ωB97M-V/def2-TZVPD",
  "total_charge": -2,
  "fmax_ha_per_bohr": 0.1364,
  "spin_multiplicity": 1,
  "symbols": ["O", "N", "F", "F", "O", "F", "F", "O", "C", "O", "O", "F", "F", "F", "F", "S", "F", "C", "O", "O", "F", "S", "F", "F", "S", "S", "F", "C", "F", "N", "O", "F", "F", "O", "N", "S", "O", "F", "C", "F", "Li", "S", "O", "C", "O", "C"],
  "positions_angstrom": [[-3.26456, -0.84120, -1.87787], [-2.68794, 1.40862, 0.87642], [-0.01861, -0.67123, -3.83699], [-4.21228, 3.60109, 2.37446], [-1.62823, 1.00292, -2.28165], [0.37429, 1.51925, 3.11698], [4.49094, -3.60147, -2.10985], [-1.45776, 3.62798, 1.48870], [-1.16962, -1.30834, -3.57567], [-4.44717, 1.55426, -0.95076], [-0.37374, 1.63026, 0.36477], [-1.41662, 0.16507, 3.03114], [-4.56763, 4.86424, 0.59076], [-1.58030, 2.18623, 3.92053], [2.43683, 1.74701, 1.80216], [3.52288, -1.07710, -1.74639], [1.06443, -2.79480, 0.80772], [-0.17436, -2.72151, 1.21731], [5.35707, -0.44424, 0.41026], [-2.82515, 3.41031, -1.03273], [-2.01142, -1.28404, -4.56514], [-1.41816, 2.15572, 1.22844], [-5.75407, 3.11531, 1.01396], [-0.47428, -4.00679, 1.79973], [-1.45623, -2.20632, -0.16399], [-1.83981, -0.41982, -1.99433], [3.10914, -0.31128, 2.50612], [-4.57585, 3.57562, 1.08203], [2.34987, -3.54507, -1.39718], [2.91721, -0.15761, -0.34015], [-2.60420, -1.69600, 0.56798], [4.05899, -3.12681, -0.13751], [-0.79341, -2.59205, -3.34747], [2.39193, -0.87689, -2.64081], [-0.71955, -1.06992, -0.84185], [4.20282, 0.46174, 0.17565], [-1.64114, -3.46695, -0.92627], [-0.22571, -1.90285, 2.23417], [3.54857, -2.98770, -1.32352], [4.38519, 1.38576, 2.80815], [0.87352, -0.09693, -0.41814], [-3.54738, 2.43953, -0.17902], [4.52171, 1.76127, -0.37174], [3.47509, 0.87801, 1.98039], [4.76372, -0.69946, -2.32605], [-0.95903, 1.41617, 2.98725]],
  "forces_ev_per_angstrom": [[3.81, 0.30, -0.15], [-3.85, 1.71, -1.83], [-0.62, 0.24, -0.76], [0.22, 0.01, -0.76], [0.57, -2.59, 0.84], [-1.11, -0.63, 0.67], [-1.61, 0.49, -0.50], [0.06, -2.96, -0.56], [1.90, -0.53, 2.37], [0.82, 1.95, 2.33], [1.15, 0.38, 0.41], [0.72, 0.54, 0.81], [0.04, -1.20, 0.72], [0.72, -1.00, -0.17], [1.28, -1.23, 0.72], [-4.25, 1.22, -1.66], [0.92, 0.00, -0.65], [-1.65, -2.07, 0.71], [-2.21, 1.08, -0.34], [-0.98, -1.63, 2.23], [-0.44, 0.34, -0.67], [3.81, 2.27, 2.15], [-3.17, -0.80, 0.03], [0.17, 2.03, -1.55], [-3.18, -5.06, 2.79], [-2.56, 1.09, -1.46], [-0.67, 0.84, 0.02], [2.77, 1.00, -1.06], [0.84, 0.28, -0.48], [0.04, -3.79, -3.33], [1.22, -1.15, -0.02], [-0.30, -0.02, 1.78], [-0.77, 0.65, -0.18], [0.42, -1.14, 0.83], [-0.24, 2.54, -3.28], [4.20, 2.69, 4.93], [0.65, 2.32, 1.33], [-0.05, 0.76, 0.40], [1.46, 0.66, -0.42], [-0.27, 0.41, -0.18], [0.02, 0.94, 0.01], [-0.02, -1.00, -2.36], [-0.16, -0.56, 0.02], [0.57, -0.61, -2.22], [0.99, -0.41, 0.80], [-1.29, 1.65, -2.31]],
  "lowdin_charge": [-0.31, -0.29, 0.10, 0.12, -0.29, 0.11, 0.10, -0.33, -0.65, -0.32, -0.37, 0.12, 0.08, 0.10, 0.09, 0.70, 0.13, -0.59, -0.34, -0.33, 0.18, 0.57, 0.17, 0.03, 0.56, 0.74, 0.10, -0.65, 0.16, -0.35, -0.30, 0.15, 0.10, -0.33, -0.39, 0.53, -0.32, 0.14, -0.62, 0.13, 0.62, 0.72, -0.30, -0.59, -0.27, -0.59]
}

***

2.
{
  "formula": "C6F18O18S6Zn",
  "method": "ωB97M-V/def2-TZVPD",
  "total_charge": -4,
  "fmax_ha_per_bohr": 0.0669,
  "spin_multiplicity": 1,
  "symbols": ["O", "O", "O", "F", "F", "F", "O", "S", "F", "C", "C", "F", "S", "C", "S", "C", "Zn", "F", "F", "O", "O", "O", "F", "C", "O", "O", "F", "S", "O", "O", "O", "O", "S", "O", "F", "F", "F", "C", "F", "S", "O", "O", "F", "F", "O", "F", "F", "O", "F"],
  "positions_angstrom": [[0.10594, 0.78084, 1.63903], [-0.72288, -1.80033, 0.64221], [-0.50598, -3.32347, 2.55532], [2.28410, 0.68102, 4.21752], [-3.69241, -3.43054, 2.31892], [2.90544, -1.66196, -3.23229], [1.67243, 3.09568, -2.77346], [-3.08570, 0.84022, -1.09323], [-3.44462, 2.92545, 0.61220], [-4.12641, 1.94177, 0.02553], [-0.15653, 3.92153, -1.11393], [-0.84902, 3.58205, -0.03720], [-1.24812, -2.96197, 1.36956], [-2.91251, -2.37550, 2.08517], [3.09986, -1.43729, 0.77103], [1.98163, -0.92039, -3.87165], [0.11153, -0.17227, -0.18824], [1.76775, -3.70233, 0.43358], [-1.02257, 3.88767, -2.11815], [0.14466, -1.20631, -2.00730], [-3.96574, -0.26143, -1.46230], [-1.86866, 0.55207, -0.30526], [-3.59804, -1.55303, 1.31243], [3.01357, -3.27730, 0.24401], [-2.83618, 1.64284, -2.30457], [-0.48114, 0.60674, 4.03279], [-2.67044, -1.72548, 3.22889], [0.29725, -1.60169, -3.40275], [1.96440, -0.84653, 0.05605], [4.33929, -0.96872, 0.16590], [-0.59412, -1.03909, -4.40678], [-1.60903, -4.07492, 0.51139], [1.26137, 2.72455, -1.41163], [0.44880, -3.03597, -3.55809], [1.90403, 2.80729, 4.29003], [3.77941, -4.12142, 1.00838], [0.33634, 5.16107, -0.97741], [1.83507, 1.71176, 3.48419], [2.13331, -1.12281, -5.20326], [0.01715, 1.44529, 2.95064], [3.05944, -1.45118, 2.21764], [-0.55596, 2.77396, 2.89925], [-5.12633, 2.46213, -0.69598], [2.65655, 1.88294, 2.45770], [0.66180, 1.39127, -1.24818], [-4.60984, 1.18278, 1.02003], [2.15894, 0.35896, -3.61885], [2.33895, 3.11281, -0.50192], [3.40323, -3.40079, -1.01697]],
  "forces_ev_per_angstrom": [[0.34, 0.87, 1.71], [-0.87, -1.27, 0.95], [-0.27, 0.09, -0.01], [-0.03, 0.21, -0.11], [-0.48, -0.63, 0.55], [0.26, 0.53, -0.29], [-1.16, -0.69, 0.54], [1.34, 0.00, -3.17], [-0.20, 0.22, -0.35], [1.46, -1.17, -0.05], [0.26, -1.73, 0.13], [0.21, 0.38, 0.59], [0.28, 0.17, -0.62], [1.66, 0.52, -0.54], [0.85, 0.46, -0.63], [-1.14, -1.12, 0.47], [-0.58, -0.22, 0.14], [0.03, -0.14, -0.66], [0.11, 0.54, -0.59], [-0.18, 0.04, -1.01], [0.13, 0.23, 1.57], [-2.19, 0.40, -0.37], [-0.16, 0.16, -0.48], [-0.46, 1.00, 1.32], [-0.16, 0.11, 1.87], [0.35, 0.46, -0.56], [-0.31, -0.21, 0.35], [-0.57, -0.43, -0.38], [0.84, -0.85, 0.72], [-0.06, -0.62, 0.51], [0.45, 0.37, 0.80], [-0.20, 0.33, 0.23], [2.10, 0.92, -1.01], [0.45, 0.07, 0.00], [0.17, 0.00, -0.14], [0.26, 0.51, -0.37], [-0.20, 0.39, 0.02], [-0.83, -0.41, -0.24], [0.47, 0.13, -0.15], [-0.31, -0.84, -0.21], [-0.22, -0.22, -0.70], [0.42, -0.08, 0.04], [-0.40, 0.20, 0.30], [-0.03, 0.19, 0.17], [0.68, 2.01, -0.59], [-0.68, 0.15, 0.01], [0.21, -0.03, -0.03], [-1.47, -0.60, 0.38], [-0.17, -0.40, -0.10]],
  "lowdin_charge": [-0.32, -0.32, -0.31, 0.10, 0.10, 0.10, -0.35, 0.54, 0.13, -0.66, -0.67, 0.13, 0.52, -0.66, 0.53, -0.65, 0.54, 0.13, 0.12, -0.31, -0.32, -0.32, 0.13, -0.62, -0.33, -0.33, 0.11, 0.51, -0.32, -0.34, -0.33, -0.33, 0.56, -0.33, 0.06, 0.06, 0.10, -0.63, 0.07, 0.53, -0.30, -0.33, 0.10, 0.14, -0.32, 0.10, 0.15, -0.32, 0.13]
}

***

3.
{
  "formula": "C6F18O18S6Zn",
  "method": "ωB97M-V/def2-TZVPD",
  "total_charge": -4,
  "fmax_ha_per_bohr": 0.0294,
  "spin_multiplicity": 1,
  "symbols": ["O", "F", "O", "F", "F", "O", "C", "F", "F", "F", "S", "F", "F", "C", "F", "O", "F", "O", "F", "O", "O", "O", "O", "O", "O", "O", "F", "Zn", "O", "O", "C", "S", "O", "S", "C", "F", "O", "S", "F", "C", "S", "O", "S", "O", "F", "F", "F", "C", "F"],
  "positions_angstrom": [[-2.09568, -3.40661, 1.23281], [4.94187, 1.70795, 1.82242], [3.14534, -0.65526, 2.94847], [0.18899, -4.89803, 2.34923], [-4.45203, 0.96583, 2.54633], [3.30141, 0.34460, -2.34782], [2.67108, -2.17019, -2.08719], [4.49023, 0.08216, 0.45208], [-0.17736, -3.04198, 3.40591], [3.50065, 1.99811, 0.25632], [0.28079, 3.76464, -0.52782], [3.18769, -2.32810, -0.87091], [0.88288, 2.96704, -3.00167], [0.26789, -3.54541, 2.25576], [-4.04093, -1.56461, -3.54000], [1.44384, 0.29679, 1.44345], [-1.88051, -1.58886, -3.65106], [-1.82129, 0.41504, -1.21434], [-3.71768, -1.06623, 2.46395], [-0.58770, -1.61379, 0.58707], [1.53259, 4.42094, -0.20914], [-0.20433, -3.88166, -0.28552], [1.53114, -0.55484, -3.76958], [0.26057, 2.31413, -0.28978], [2.49716, 1.69409, 3.15637], [1.05713, -0.18382, -1.42681], [0.51780, 5.09740, -2.81652], [-0.22234, 0.40258, 0.12987], [-4.18664, 0.74042, -1.71910], [-1.47065, 0.76166, 1.64882], [3.95630, 1.10876, 1.11897], [-0.77326, -3.05352, 0.75331], [-0.91109, 4.46817, -0.07919], [-2.85958, 0.45595, -2.24709], [0.13626, 3.87123, -2.38292], [-3.95203, -0.07707, 4.38002], [-2.08277, 2.17636, 3.55441], [2.07638, -0.42796, -2.43792], [3.66559, -2.49193, -2.96338], [-2.91674, -1.32496, -2.84682], [-1.82712, 0.81765, 3.06509], [-1.11157, -0.06092, 3.94368], [2.60432, 0.52618, 2.29852], [-2.54589, 1.14480, -3.47832], [1.69166, -3.03990, -2.28276], [1.54678, -3.20121, 2.13802], [-2.83100, -2.16708, -1.81328], [-3.57778, 0.09353, 3.08866], [-1.13039, 3.70794, -2.75059]],
  "forces_ev_per_angstrom": [[0.21, -0.18, -0.29], [0.40, -0.08, 0.09], [-0.02, 0.30, -0.52], [0.24, -0.16, 0.24], [-0.06, -0.17, 0.05], [-0.49, -0.24, 0.22], [-0.11, 0.76, -0.30], [0.29, -0.02, -0.08], [-0.15, -0.05, 0.03], [-0.03, 0.08, -0.14], [-0.54, -0.09, 0.81], [-0.17, -0.06, 0.15], [0.16, 0.01, -0.16], [-0.41, 0.65, -0.83], [-0.33, -0.27, -0.09], [0.77, -0.19, 0.26], [-0.16, 0.01, -0.14], [-0.67, 0.01, -1.00], [0.06, -0.06, 0.06], [0.18, -1.04, 0.11], [-0.24, -0.32, -0.37], [-0.15, 0.08, 0.14], [0.09, -0.15, -0.12], [0.22, 1.45, -0.38], [-0.05, -0.35, -0.22], [0.64, -0.27, -0.17], [0.11, 0.15, -0.12], [0.37, -0.36, -0.10], [0.46, -0.46, -0.25], [-0.60, 0.23, 0.84], [-1.02, -0.47, 0.38], [-0.11, 0.42, 0.66], [0.56, -0.29, -0.35], [-0.26, 0.11, 0.40], [-0.09, -0.19, 0.68], [-0.18, -0.12, 0.07], [0.22, -1.27, -0.33], [0.23, 0.15, -0.23], [0.04, -0.02, -0.08], [0.95, 0.74, 0.91], [-0.82, 1.21, 0.06], [0.15, -0.15, 0.06], [-0.06, 0.71, 0.52], [0.17, 0.00, 0.17], [-0.06, -0.31, 0.13], [0.10, -0.25, -0.09], [-0.49, -0.15, -0.23], [0.73, 0.74, -0.25], [-0.11, -0.03, -0.20]],
  "lowdin_charge": [-0.32, 0.08, -0.33, 0.07, 0.09, -0.32, -0.65, 0.11, 0.12, 0.14, 0.53, 0.13, 0.14, -0.65, 0.09, -0.31, 0.12, -0.31, 0.14, -0.31, -0.32, -0.31, -0.32, -0.32, -0.33, -0.30, 0.08, 0.57, -0.33, -0.31, -0.66, 0.51, -0.32, 0.52, -0.66, 0.07, -0.33, 0.50, 0.06, -0.65, 0.53, -0.29, 0.51, -0.32, 0.12, 0.13, 0.12, -0.64, 0.12]
}

***

4.
{
  "formula": "C6H10",
  "method": "ωB97M-V/def2-TZVPD",
  "fmax_ha_per_bohr": 0.1239,
  "spin_multiplicity": 1,
  "symbols": ["H", "C", "H", "H", "H", "C", "H", "C", "H", "C", "H", "H", "H", "C", "C", "H"],
  "positions_angstrom": [[-1.40918, -1.49986, -0.75142], [2.05690, 0.32251, -0.04030], [-1.20160, -1.50954, 1.08562], [3.10836, 0.65206, -0.02557], [0.72593, 1.07785, 1.52744], [1.04452, 0.22408, 1.00959], [1.31322, 0.06349, -2.11332], [1.26273, -0.08619, -1.02922], [0.05202, -2.25174, -0.13992], [-0.63263, -1.43833, 0.01875], [-1.68550, 1.69526, 0.46227], [-0.59906, 2.00110, -0.90625], [-1.76470, 0.59786, -0.97512], [0.15717, -0.19384, -0.11512], [-1.18407, 1.24612, -0.38331], [0.94278, -0.60976, 1.68502]],
  "forces_ev_per_angstrom": [[0.10, -0.13, 0.10], [2.96, 0.11, -0.49], [1.47, 0.08, -2.49], [-0.56, -0.10, 0.00], [-0.18, 1.47, 0.56], [-0.73, -1.61, 0.78], [0.16, -0.77, 0.37], [0.78, 1.66, -1.53], [0.11, -0.84, 0.32], [-1.95, -0.17, 1.85], [0.06, -0.47, 0.46], [-0.29, -0.10, -0.26], [-1.20, 0.09, -0.96], [-5.51, 3.20, 0.20], [3.54, -2.07, 0.26], [1.25, -0.34, 0.83]],
  "lowdin_charge": [0.07, -0.06, 0.14, 0.11, 0.10, -0.16, 0.12, -0.05, 0.07, -0.08, 0.03, 0.04, 0.00, -0.47, 0.04, 0.11]
}

***

| no. | E_HOMO (eV) | lowest unoccupied orbital energy (eV) | HOMO-LUMO gap (eV) |
| --- | --- | --- | --- |
| 1 | -4.775 | 4.43 | 9.20 |
| 2 | 0.352 | 8.29 | 7.93 |
| 3 | 0.149 | 8.33 | 8.18 |
| 4 | -8.732 | 1.05 | 9.78 |